No. 1
Below is a molecular structure, C25H32Cl2IrN5O3S2, with properties calculated with the ωB97M-V functional and the def2-TZVPD basis.

Geometry as XYZ:
```
70
Properties=species:S:1:pos:R:3:forces:R:3:mulliken_charge:R:1
Ir 0.3624 0.3234 -0.2009 -0.015 0.514 0.141 0.893
C -3.8433 0.8283 -1.2622 -0.008 0.013 0.001 -1.616
C -2.4193 1.1558 -0.9237 0.037 0.043 0.071 1.136
N -1.5694 0.1575 -0.7649 -0.021 0.110 -0.101 1.542
N -2.1429 -1.0957 -0.8979 -0.146 0.222 -0.117 -0.794
C -1.4106 -2.0661 -0.5351 0.204 -0.285 0.031 0.252
S 0.2157 -1.8483 0.0825 0.042 -0.067 -0.098 -0.246
S -2.0591 -3.7053 -0.4932 -0.021 -0.022 0.033 -0.139
C -3.2576 -3.4247 0.8766 0.015 -0.020 -0.003 -1.218
C -2.6263 -2.6965 2.0277 0.021 -0.014 -0.009 0.433
C -2.9005 -1.3499 2.2380 0.000 0.019 -0.012 -0.047
C -2.2582 -0.6449 3.2484 -0.003 -0.004 0.011 -0.736
C -1.3426 -1.2899 4.0673 0.008 0.010 -0.009 -0.487
C -1.0730 -2.6391 3.8719 0.011 0.001 -0.011 -0.514
C -1.7056 -3.3355 2.8544 0.004 0.002 0.000 -0.321
C -2.0310 2.5379 -0.7470 0.010 -0.009 0.054 0.325
C -2.8656 3.5430 -1.2881 0.016 -0.020 0.004 -1.034
C -2.5914 4.8765 -1.1375 0.018 0.017 0.013 -1.066
C -1.4761 5.2682 -0.3917 -0.025 0.012 -0.013 -0.455
C -0.6347 4.3242 0.1437 0.007 -0.023 -0.011 -0.666
C -0.8721 2.9611 -0.0549 -0.098 -0.019 -0.016 0.796
O 0.0512 2.1376 0.4517 0.039 -0.036 0.035 -0.678
H -4.1780 -0.0314 -0.6909 0.000 0.007 -0.010 0.291
H -3.9064 0.5468 -2.3153 -0.006 -0.006 -0.026 0.267
H -4.5014 1.6651 -1.0659 0.006 -0.008 -0.006 0.566
H -3.5723 -4.4306 1.1548 -0.004 0.000 -0.009 0.521
H -4.1169 -2.8870 0.4822 0.009 0.007 -0.010 0.400
H -3.6298 -0.8507 1.6098 0.001 0.002 0.003 0.308
H -2.4901 0.4007 3.4084 0.001 0.002 0.001 0.472
H -0.8535 -0.7490 4.8672 0.001 0.000 -0.001 0.463
H -0.3714 -3.1511 4.5176 0.000 0.001 0.001 0.440
H -1.4822 -4.3842 2.6958 0.000 0.001 -0.003 0.391
H -3.7277 3.2600 -1.8728 0.008 0.000 0.006 0.434
H -3.2377 5.6165 -1.5871 0.000 0.004 0.003 0.423
H -1.2655 6.3189 -0.2424 -0.001 0.002 -0.002 0.422
H 0.2449 4.6063 0.7062 -0.003 -0.009 -0.004 0.497
Cl -1.8403 0.3138 -4.7101 -0.043 0.018 0.032 -0.118
C -1.4648 -1.3885 -5.0019 -0.012 -0.017 0.024 -0.473
Cl -0.3475 -2.0258 -3.7816 0.043 -0.073 -0.037 -0.080
H -0.9887 -1.4704 -5.9711 -0.010 -0.017 -0.003 0.382
H -2.3794 -1.9668 -4.9560 -0.005 0.024 0.011 0.361
C 4.6226 -1.7644 2.1183 -0.007 -0.001 -0.017 -1.808
C 3.5669 -0.6690 2.2175 -0.038 -0.026 0.015 1.388
C 4.1346 0.5337 2.9688 -0.005 -0.009 0.005 -1.686
C 2.3215 -1.2064 2.9276 0.007 -0.022 0.028 -1.296
N 3.3007 -0.2801 0.8179 0.004 0.035 -0.035 -0.552
N 2.2460 0.6959 0.6780 -0.032 -0.083 0.029 -0.456
H 4.8724 -2.1336 3.1125 0.002 0.005 0.002 0.433
H 5.5279 -1.3829 1.6474 0.001 -0.001 -0.003 0.434
H 4.2545 -2.6070 1.5289 0.001 -0.003 0.000 0.383
H 4.5031 0.2194 3.9451 -0.013 0.000 0.003 0.444
H 3.3848 1.3086 3.1550 0.004 0.010 -0.013 0.337
H 4.9610 0.9747 2.4118 0.009 -0.003 0.000 0.405
H 2.5614 -1.4594 3.9613 -0.007 -0.002 -0.001 0.564
H 1.9454 -2.1068 2.4380 0.012 0.001 0.007 0.298
H 1.5050 -0.4784 2.9638 -0.012 0.009 0.006 0.178
H 3.0430 -1.0772 0.2433 0.020 0.019 -0.008 0.182
H 2.6440 1.4883 0.1770 -0.007 -0.003 -0.009 0.487
H 2.0173 1.0595 1.6031 0.038 0.011 0.008 0.426
O 2.6515 -1.4220 -1.7934 -0.005 -0.118 0.134 -0.578
C 2.2342 -0.4747 -2.4091 -0.005 0.171 -0.116 0.076
C 2.5975 -0.0936 -3.8268 -0.003 -0.001 -0.026 -0.484
C 1.7734 1.1535 -4.1328 0.013 0.037 -0.003 -0.419
C 0.9488 1.3972 -2.8893 -0.029 0.022 -0.015 0.177
O 0.1373 2.2657 -2.7013 0.005 -0.009 -0.021 -0.496
N 1.3077 0.4508 -1.9273 -0.058 -0.435 0.039 0.056
H 2.3504 -0.9416 -4.4641 0.021 0.005 0.001 0.263
H 3.6743 0.0572 -3.8877 0.002 0.017 0.020 0.335
H 1.0930 1.0420 -4.9763 0.002 -0.010 0.016 0.283
H 2.3784 2.0406 -4.3190 -0.003 0.002 -0.010 0.299
```
Forces are in eV/Å.

Summary:
Energy relative to the best compared isomer or geometry (same formula, charge and spin) in eV: 0.0000
Charge: +1
Frontier orbital gap (alpha / beta) in Ha: 0.2655 / 0.2207
Energy in eV: -89586.8077
Spin multiplicity: 2

***

No. 2
Below is a molecular structure, C25H32Cl6F6HgN6O4P in a non-equilibrium geometry, with properties calculated with the ωB97M-V functional and the def2-TZVPD basis.

Geometry as XYZ:
```
81
Properties=species:S:1:pos:R:3:forces:R:3:mulliken_charge:R:1
Hg -0.5916 0.9717 -2.6642 -0.517 1.391 -2.344 0.551
P 0.5979 -0.6706 0.7609 0.855 -0.414 2.573 1.708
F 1.6782 -1.5469 -0.0864 -0.290 0.657 0.314 -0.421
F 1.0526 -1.3897 2.1714 -0.560 -0.930 -0.691 -0.308
F 1.6937 0.4201 1.1579 0.962 0.907 -0.850 -0.408
F -0.4718 0.2151 1.6949 -0.224 -0.597 -1.016 -0.354
F 0.2068 0.2003 -0.5320 -0.050 -0.360 0.525 -0.199
F -0.5019 -1.7955 0.4304 -0.279 0.474 0.491 -0.325
N 0.0589 3.1548 -1.5640 0.198 1.511 1.374 0.224
C -0.3437 4.2193 -2.2867 -0.856 0.236 0.855 -0.422
C -0.5851 5.5001 -1.7565 0.649 -0.729 -0.320 -0.682
C -0.3367 5.7017 -0.4246 0.710 -0.357 0.101 -0.293
C 0.1529 4.6434 0.3431 -0.141 -0.439 -0.286 -0.893
C 0.3312 3.3603 -0.2295 -1.081 1.482 -1.185 -0.310
H -0.7134 4.0527 -3.2876 0.546 -0.435 -0.363 0.445
H -0.8656 6.3449 -2.3681 -0.253 -0.224 -0.282 0.428
H -0.4415 6.6973 -0.0193 -0.110 -0.040 0.300 0.404
H 0.3475 4.8902 1.3763 0.151 -0.609 0.185 0.358
H 0.5508 2.4792 0.3552 0.364 0.054 0.029 0.719
N 1.6147 0.4688 -2.9957 4.138 -1.868 -1.226 0.161
C 1.9676 -0.5319 -3.9052 0.320 0.594 0.786 -0.233
C 3.2737 -0.9896 -4.1302 -0.817 2.090 0.741 -0.891
C 4.3125 -0.3103 -3.4727 -0.023 -0.712 -1.013 -0.281
C 4.0566 0.6934 -2.5532 -1.275 -0.753 -0.603 -1.064
C 2.7014 1.0111 -2.3709 -0.519 -0.003 0.126 0.163
H 1.2122 -0.9718 -4.5395 -0.617 0.193 0.322 0.395
H 3.4998 -1.6589 -4.9471 -0.162 -0.253 0.194 0.448
H 5.2676 -0.5954 -3.8885 0.597 0.250 0.790 0.369
H 4.8081 1.2203 -1.9841 0.077 0.008 -0.170 0.531
H 2.5130 1.8104 -1.6693 -0.496 0.040 0.119 0.334
N -1.2541 -1.2591 -2.7327 -0.438 -4.037 0.151 0.322
C -2.3918 -1.6407 -3.3793 -0.001 -0.515 -0.316 -0.305
C -2.8284 -2.9653 -3.6487 1.101 0.833 2.370 -0.740
C -2.1697 -3.9974 -2.9150 -0.714 1.652 -0.841 -0.339
C -1.0388 -3.6691 -2.1815 0.101 1.305 -1.374 -1.050
C -0.5499 -2.3109 -2.2157 -0.850 -1.468 -0.656 -0.190
H -3.0006 -0.8166 -3.7207 -0.012 0.177 -0.229 0.369
H -3.7749 -3.1115 -4.1477 0.135 -0.075 -0.208 0.366
H -2.6063 -4.9852 -2.9101 0.265 -0.208 -0.055 0.438
H -0.5090 -4.5143 -1.7675 0.402 0.467 0.506 0.525
H 0.4667 -2.1757 -1.8769 -0.147 0.559 0.318 0.470
N -2.5756 1.2808 -1.4887 -2.540 -0.491 2.753 0.433
C -2.9198 0.4295 -0.4800 1.924 -0.744 -1.921 -0.066
C -4.1212 0.3724 0.1255 -2.300 0.668 1.105 -1.117
C -5.1267 1.2757 -0.2085 0.899 1.762 -0.911 -0.504
C -4.7865 2.2570 -1.1865 -0.922 -1.533 1.355 -0.619
C -3.5479 2.1687 -1.7420 1.852 0.863 -1.078 -0.460
H -2.2260 -0.3638 -0.2439 0.411 0.234 0.051 0.562
H -4.3026 -0.3027 0.9488 0.169 -0.320 -0.104 0.606
H -6.0473 1.3798 0.3466 -0.165 -0.388 -0.097 0.414
H -5.4292 3.0601 -1.5156 -0.198 -0.082 0.212 0.439
H -3.2250 2.9545 -2.4088 -0.111 0.059 -0.470 0.342
C 4.9292 -1.1681 1.4345 1.273 1.115 0.277 -0.628
N 5.4898 -1.5087 0.1006 1.093 -2.209 -0.541 0.902
O 6.6258 -1.0853 -0.2434 -3.030 -0.619 0.491 -0.541
O 4.8225 -2.3829 -0.4791 1.468 1.794 0.002 -0.479
H 4.3999 -2.0223 1.8567 -0.298 0.447 -0.448 0.188
H 4.4114 -0.2189 1.2966 -0.642 -0.387 0.135 0.199
H 5.7905 -0.9218 2.0556 0.015 -0.129 0.020 0.374
C -2.9238 1.6093 3.8974 1.284 -0.716 1.206 -0.658
N -3.1736 2.5417 5.0417 -0.301 1.761 2.162 0.857
O -2.7540 2.2883 6.1995 -0.689 -0.226 -2.951 -0.522
O -3.7538 3.6051 4.7891 0.628 -1.612 -0.142 -0.525
H -3.7118 1.6170 3.1444 0.304 0.283 0.294 0.270
H -2.6842 0.6415 4.3379 -0.871 -0.205 0.064 0.336
H -1.9076 1.8354 3.5745 -0.289 0.694 -0.707 0.253
C -2.2620 -4.3688 1.5799 0.957 -0.124 -0.081 -0.101
Cl -0.8048 -5.4171 1.1776 -1.019 0.601 0.048 -0.195
Cl -3.3106 -3.9980 0.1860 0.256 -0.329 0.618 -0.133
H -2.7984 -4.8992 2.3667 -0.076 0.140 -0.373 0.437
H -1.8378 -3.4255 1.9239 -0.144 -0.198 -0.056 -0.016
C 2.0309 1.5619 3.7467 0.290 0.568 0.383 0.412
Cl 2.2410 3.1827 2.9837 0.133 -0.646 -0.160 -0.185
Cl 2.1147 1.8258 5.5197 -0.432 -0.389 -0.365 -0.191
H 1.0867 1.1680 3.3707 0.127 0.020 0.532 -0.182
H 2.8541 0.8803 3.5324 -0.154 0.395 -0.354 0.095
C 2.3648 -4.4121 3.6810 -0.377 0.404 1.481 0.066
Cl 1.8125 -5.6570 4.9507 0.547 0.831 -1.489 -0.195
Cl 3.6025 -3.3457 4.4518 -0.299 -0.484 -0.501 -0.184
H 2.7569 -4.8245 2.7513 -0.035 -0.367 0.506 0.320
H 1.5076 -3.7621 3.5059 0.124 -0.294 -0.089 -0.022
```
Forces are in eV/Å.

Summary:
Frontier orbital gap (alpha / beta) in Ha: 0.2090 / 0.3390
Energy in eV: -148475.3231
Spin multiplicity: 2

***

No. 3
Below is a molecular structure, C25H32ClCuNP2, with properties calculated with the ωB97M-V functional and the def2-TZVPD basis.

Geometry as XYZ:
```
62
Properties=species:S:1:pos:R:3:forces:R:3:mulliken_charge:R:1
Cu 0.4158 -0.8186 0.2150 -0.238 -0.152 -0.002 -1.445
C -3.5613 -0.2607 -2.8544 -0.007 0.015 -0.006 -1.388
P -3.3031 0.7695 -1.3548 0.313 0.041 0.084 0.761
C -4.7549 1.8904 -1.5182 -0.015 0.005 -0.041 -1.440
C -2.0242 1.9371 -1.9962 -0.087 0.091 -0.091 -1.027
C -0.6872 1.3551 -2.4565 0.115 -0.033 -0.030 -0.982
P 0.6247 0.9014 -1.2122 -0.214 0.068 0.008 1.421
C 0.8814 2.5300 -0.4345 -0.003 -0.015 -0.056 -0.765
C 2.0059 0.7491 -2.3921 0.022 -0.023 0.078 -0.881
H -3.6828 0.3495 -3.7540 0.000 0.004 -0.005 0.399
H -4.4512 -0.8765 -2.7182 0.001 -0.015 0.013 0.402
H -2.7151 -0.9343 -2.9895 -0.010 -0.020 0.016 0.318
H -4.8127 2.3467 -2.5102 -0.021 0.001 -0.005 0.398
H -4.6925 2.6814 -0.7695 0.003 0.012 -0.003 0.364
H -5.6717 1.3290 -1.3328 -0.016 -0.001 0.004 0.398
H -1.8608 2.6956 -1.2245 0.013 -0.012 0.009 0.368
H -2.4764 2.4601 -2.8480 0.039 0.032 -0.006 0.473
H -0.2025 2.1228 -3.0679 0.024 -0.027 -0.033 0.424
H -0.8342 0.4987 -3.1211 -0.038 -0.028 0.059 0.411
H 0.8304 3.3302 -1.1769 0.007 0.008 -0.013 0.409
H 1.8606 2.5433 0.0437 -0.036 -0.029 0.015 -0.134
H 0.1167 2.6936 0.3263 0.013 0.017 0.005 0.315
H 1.9261 1.4919 -3.1875 0.029 0.035 0.014 0.412
H 1.9939 -0.2507 -2.8273 0.012 0.014 -0.023 0.371
H 2.9463 0.8774 -1.8604 0.010 -0.028 0.053 0.009
N -1.9812 -0.5818 1.7306 -0.080 0.251 0.017 -0.385
C -2.6296 -1.7614 1.3653 -0.158 0.136 0.184 0.642
C -3.9244 -1.7120 0.8433 -0.070 0.019 0.069 -0.829
C -4.5944 -2.8670 0.4774 0.074 -0.066 0.060 -0.665
C -3.9804 -4.0993 0.6546 -0.036 0.036 -0.052 -0.657
C -2.6982 -4.1455 1.1824 0.133 0.022 -0.081 -0.689
C -1.9899 -2.9971 1.5355 -0.110 -0.069 -0.107 0.853
C -0.5974 -3.0983 2.0565 -0.017 -0.052 0.000 0.910
C -0.3557 -3.9923 3.1065 -0.125 0.081 0.014 -0.577
C 0.9261 -4.2161 3.5798 0.053 0.031 -0.007 -0.548
C 1.9846 -3.5540 2.9747 -0.060 -0.013 -0.013 -0.742
C 1.7328 -2.6533 1.9463 -0.032 -0.088 0.015 0.138
C 0.4434 -2.3626 1.4583 0.454 0.184 -0.082 -0.702
H -1.4179 -0.6427 2.5649 0.163 -0.058 -0.106 0.253
H -2.5487 0.2509 1.6949 -0.056 -0.116 0.010 0.249
H -4.4049 -0.7445 0.7431 0.020 -0.142 0.048 0.529
H -5.5972 -2.8024 0.0726 -0.015 -0.006 -0.004 0.373
H -4.4848 -5.0152 0.3737 -0.013 0.001 0.003 0.373
H -2.2010 -5.1027 1.2808 0.029 -0.013 0.075 0.455
H -1.1930 -4.4934 3.5814 -0.037 -0.057 -0.066 0.401
H 1.0905 -4.8908 4.4121 0.012 -0.025 -0.023 0.361
H 3.0034 -3.7255 3.3039 -0.004 0.004 0.030 0.396
H 2.5882 -2.1567 1.5054 0.036 0.101 -0.001 0.264
Cl 5.5884 0.3593 -1.3526 -0.012 0.002 -0.008 -0.273
C 5.1386 1.8209 -0.4735 0.019 0.023 -0.010 0.473
C 5.7600 2.9948 -0.8374 -0.010 -0.043 -0.002 -0.574
C 5.4991 4.1857 -0.1655 -0.002 0.031 0.010 -0.548
C 4.6041 4.1309 0.9096 0.010 -0.009 -0.004 -0.488
C 3.9833 2.9606 1.2733 0.018 -0.004 0.026 -0.509
C 4.1799 1.7078 0.5866 -0.167 -0.019 -0.074 0.597
C 3.4561 0.5668 0.8939 0.145 -0.086 0.060 -1.684
H 6.4676 2.9701 -1.6582 0.000 -0.001 -0.001 0.361
H 5.9864 5.1068 -0.4552 0.002 -0.001 0.002 0.345
H 4.3961 5.0310 1.4801 -0.002 0.001 -0.001 0.334
H 3.3141 2.9551 2.1284 -0.023 0.002 -0.019 0.310
H 3.7170 -0.3810 0.4436 -0.018 -0.022 0.019 0.335
H 2.8677 0.5431 1.8047 -0.040 0.007 -0.028 0.329
```
Forces are in eV/Å.

Summary:
Energy relative to the best compared isomer or geometry (same formula, charge and spin) in eV: 0.8813
Charge: -1
Frontier orbital gap in Ha: 0.1805
Energy in eV: -103675.0103

***

Which of these has the highest energy?
C25H32Cl2IrN5O3S2

***

Which of these has the lowest energy?
C25H32Cl6F6HgN6O4P